a) 2 unconnected molecules or ions with the total composition C14H29N4O9P, computed with ωB97M-V with the def2-TZVPD basis set.

Summary:
- HOMO-LUMO gap (eV) = 10.20
- highest occupied orbital energy (eV) = -9.6
- SMILES string = N[C@@H](CCCNC(=O)CP(=O)(O)O)C(=O)O.CNC(=O)[C@@H](NC(C)=O)[C@@H](C)O

Geometry (Å):
1 N -2.61 -0.44 8.64
2 C -1.87 -0.12 7.39
3 C -2.70 -0.71 6.24
4 C -1.89 -0.86 4.94
5 C -2.73 -1.55 3.86
6 N -1.89 -1.84 2.70
7 C -2.22 -1.53 1.40
8 O -3.25 -0.94 1.14
9 C -1.28 -1.82 0.29
10 P -0.75 -0.25 -0.25
11 O -1.30 0.07 -1.57
12 O 0.82 -0.22 -0.36
13 O -1.16 0.90 0.75
14 C -1.62 1.40 7.18
15 O -2.41 2.20 7.65
16 O -0.51 1.77 6.50
17 H -3.52 0.04 8.64
18 H -2.07 -0.17 9.46
19 H -0.90 -0.62 7.42
20 H -3.58 -0.09 6.06
21 H -3.06 -1.71 6.53
22 H -0.99 -1.45 5.13
23 H -1.58 0.13 4.57
24 H -3.57 -0.90 3.59
25 H -3.15 -2.48 4.24
26 H -1.01 -2.31 2.85
27 H -0.42 -2.41 0.61
28 H -1.79 -2.32 -0.53
29 H 0.93 0.73 -0.62
30 H -2.13 0.85 0.70
31 H -0.55 2.74 6.48
32 C 0.47 -0.14 -7.84
33 N 1.27 0.34 -6.72
34 C 1.07 -0.04 -5.45
35 O 0.20 -0.84 -5.14
36 C 2.01 0.55 -4.39
37 N 1.26 1.06 -3.22
38 C 1.59 2.09 -2.45
39 C 2.57 3.14 -2.95
40 O 1.13 2.18 -1.32
41 C 3.03 -0.51 -3.94
42 C 3.80 -1.15 -5.10
43 O 4.00 0.09 -3.12
44 H 0.76 0.36 -8.76
45 H 0.61 -1.22 -7.96
46 H -0.59 0.05 -7.65
47 H 2.01 0.99 -6.91
48 H 2.56 1.37 -4.86
49 H 0.47 0.50 -2.92
50 H 3.55 2.69 -3.08
51 H 2.21 3.55 -3.88
52 H 2.64 3.93 -2.21
53 H 2.52 -1.29 -3.38
54 H 3.13 -1.75 -5.71
55 H 4.27 -0.38 -5.71
56 H 4.58 -1.80 -4.70
57 H 3.63 0.15 -2.23

b) 2 unconnected molecules or ions with the total composition C14H29N4O9P, computed with ωB97M-V with the def2-TZVPD basis set.

Summary:
- HOMO-LUMO gap (eV) = 9.24
- highest occupied orbital energy (eV) = -8.9
- SMILES string = N[C@@H](CCCNC(=O)CP(=O)(O)O)C(=O)O.CNC(=O)[C@@H](NC(C)=O)[C@@H](C)O

Geometry (Å):
1 N -0.91 5.80 6.55
2 C -0.63 5.56 5.11
3 C -0.54 4.03 4.94
4 C 0.23 3.62 3.67
5 C 0.40 2.10 3.62
6 N 1.32 1.74 2.54
7 C 0.95 1.04 1.41
8 O -0.21 0.74 1.23
9 C 1.96 0.76 0.36
10 P 1.24 1.29 -1.13
11 O 0.53 0.19 -1.82
12 O 2.36 1.83 -2.10
13 O 0.19 2.45 -0.89
14 C -1.69 6.18 4.15
15 O -2.83 6.35 4.57
16 O -1.30 6.53 2.91
17 H -0.89 6.80 6.76
18 H -1.82 5.42 6.80
19 H 0.33 6.01 4.86
20 H -1.55 3.61 4.92
21 H -0.02 3.62 5.81
22 H -0.31 3.95 2.78
23 H 1.21 4.10 3.67
24 H 0.81 1.74 4.57
25 H -0.58 1.63 3.50
26 H 2.30 1.97 2.65
27 H 2.89 1.30 0.52
28 H 2.16 -0.31 0.29
29 H 1.88 1.87 -2.93
30 H -0.46 1.97 -0.34
31 H -2.10 6.89 2.49
32 C -1.20 -6.51 -4.62
33 N -0.78 -5.51 -3.64
34 C -0.50 -4.23 -3.93
35 O -0.58 -3.80 -5.08
36 C -0.11 -3.32 -2.76
37 N 0.99 -2.39 -3.06
38 C 2.25 -2.67 -3.36
39 C 2.69 -4.12 -3.54
40 O 3.08 -1.78 -3.46
41 C -1.34 -2.54 -2.25
42 C -2.56 -3.41 -1.95
43 O -0.99 -1.93 -1.04
44 H -2.25 -6.37 -4.86
45 H -1.04 -7.51 -4.23
46 H -0.62 -6.39 -5.54
47 H -0.72 -5.80 -2.67
48 H 0.21 -3.96 -1.94
49 H 0.80 -1.40 -2.92
50 H 3.77 -4.14 -3.66
51 H 2.41 -4.70 -2.67
52 H 2.22 -4.52 -4.44
53 H -1.62 -1.78 -2.98
54 H -2.29 -4.22 -1.27
55 H -2.97 -3.82 -2.87
56 H -3.33 -2.79 -1.48
57 H -0.46 -1.14 -1.26

Relative energies, kJ/mol: a) 0.0; b) 5.0.